DFT (ωB97M-V with the def2-TZVPD basis set) results for a cluster of 8 separate species, C48H40F8 in total at a distorted geometry.

The SMILES is Fc1ccccc1.Fc1ccccc1.Fc1ccccc1.Fc1ccccc1.Fc1ccccc1.Fc1ccccc1.Fc1ccccc1.Fc1ccccc1. For the molecular weight, the calculation gives 768.83 g/mol. The value obtained for the total energy is -72164.0034 eV. The calculation puts the maximum force at 1.11 eV Å⁻¹. The frontier orbital gap comes out at 9.691 eV. The calculation puts the energy above the lowest of the compared OMol25 structures with the same formula, charge and spin at 9.0 kcal per mole. The calculation puts the HOMO energy at -9.16 eV. Its LUMO energy is 0.0193 Eh.

Positions of all 96 atoms, in Å:
F (-5.603, 4.786, 0.243)
C (-5.243, 4.281, 1.442)
C (-4.080, 3.548, 1.521)
C (-3.712, 3.005, 2.739)
C (-4.555, 3.159, 3.836)
C (-5.690, 3.942, 3.745)
C (-6.030, 4.533, 2.542)
H (-3.463, 3.384, 0.645)
H (-2.801, 2.437, 2.871)
H (-4.310, 2.718, 4.795)
H (-6.361, 4.065, 4.584)
H (-6.907, 5.157, 2.428)
F (-1.049, 2.769, 4.960)
C (0.099, 3.395, 5.330)
C (1.220, 3.176, 4.564)
C (2.412, 3.767, 4.924)
C (2.438, 4.633, 6.010)
C (1.297, 4.818, 6.773)
C (0.088, 4.231, 6.421)
H (1.161, 2.485, 3.732)
H (3.301, 3.649, 4.319)
H (3.377, 5.009, 6.398)
H (1.336, 5.417, 7.675)
H (-0.797, 4.319, 7.036)
F (4.761, -5.217, -2.447)
C (3.880, -4.777, -1.524)
C (2.927, -5.637, -1.027)
C (1.956, -5.114, -0.173)
C (2.027, -3.799, 0.243)
C (3.110, -3.008, -0.143)
C (3.989, -3.468, -1.098)
H (2.952, -6.658, -1.386)
H (1.123, -5.754, 0.090)
H (1.292, -3.368, 0.912)
H (3.228, -2.027, 0.298)
H (4.890, -2.924, -1.358)
F (1.736, 8.133, 2.294)
C (1.899, 6.904, 1.761)
C (0.838, 6.306, 1.103)
C (1.008, 5.033, 0.582)
C (2.223, 4.382, 0.757)
C (3.318, 5.027, 1.329)
C (3.140, 6.305, 1.833)
H (-0.077, 6.860, 0.935)
H (0.197, 4.553, 0.052)
H (2.346, 3.368, 0.402)
H (4.224, 4.454, 1.470)
H (3.944, 6.863, 2.300)
F (2.822, -5.873, -6.583)
C (2.059, -5.790, -5.473)
C (1.661, -4.531, -5.054)
C (0.904, -4.443, -3.902)
C (0.388, -5.601, -3.328)
C (0.716, -6.858, -3.815)
C (1.595, -6.947, -4.891)
H (2.016, -3.691, -5.634)
H (0.633, -3.502, -3.437)
H (-0.268, -5.538, -2.467)
H (0.286, -7.774, -3.436)
H (1.877, -7.914, -5.290)
F (0.880, 1.766, 1.221)
C (0.184, 0.854, 0.505)
C (-1.196, 0.919, 0.507)
C (-1.923, -0.013, -0.230)
C (-1.248, -0.915, -1.038)
C (0.146, -0.928, -1.058)
C (0.871, -0.040, -0.282)
H (-1.683, 1.635, 1.156)
H (-2.996, 0.005, -0.097)
H (-1.743, -1.689, -1.610)
H (0.691, -1.566, -1.743)
H (1.951, -0.059, -0.221)
F (-3.644, -5.834, -2.069)
C (-4.157, -4.716, -1.509)
C (-5.514, -4.500, -1.595)
C (-6.058, -3.378, -0.986)
C (-5.236, -2.520, -0.279)
C (-3.877, -2.798, -0.144)
C (-3.321, -3.904, -0.771)
H (-6.172, -5.211, -2.076)
H (-7.120, -3.188, -1.049)
H (-5.604, -1.696, 0.321)
H (-3.295, -2.219, 0.557)
H (-2.274, -4.167, -0.689)
F (1.167, 2.569, -3.249)
C (1.867, 1.416, -3.310)
C (2.994, 1.298, -2.509)
C (3.744, 0.139, -2.632)
C (3.241, -0.925, -3.371)
C (2.114, -0.765, -4.161)
C (1.445, 0.437, -4.173)
H (3.239, 2.140, -1.875)
H (4.658, 0.070, -2.055)
H (3.757, -1.876, -3.341)
H (1.767, -1.600, -4.751)
H (0.596, 0.608, -4.822)

Atomic forces in eV per Å
F 0.0 0.1 0.1
C 0.1 0.2 -0.1
C 0.5 -0.3 -0.2
C -0.5 -0.1 0.5
C 0.3 0.1 0.4
C -0.3 -0.1 -0.1
C -0.3 0.1 -0.3
H -0.1 0.1 -0.1
H 0.0 0.0 -0.2
H 0.1 -0.1 -0.1
H 0.2 0.0 0.1
H 0.0 -0.1 0.0
F 0.1 0.1 0.1
C -0.4 0.1 -0.3
C 0.1 -0.6 -0.3
C 0.0 0.8 -0.1
C 0.2 -0.6 0.7
C -0.2 0.3 0.2
C 0.2 -0.3 0.2
H 0.0 0.1 -0.1
H 0.0 -0.2 0.0
H 0.0 0.3 -0.3
H 0.0 0.0 -0.1
H -0.1 0.1 -0.1
F 0.0 -0.1 0.1
C 0.0 0.0 0.0
C 0.0 0.2 -0.4
C -0.1 -0.4 -0.4
C 0.3 0.3 0.3
C -0.6 0.0 -0.1
C 0.9 -0.2 0.5
H -0.3 0.0 0.1
H 0.1 0.1 0.3
H -0.1 -0.2 0.0
H 0.0 0.1 -0.1
H -0.2 0.2 -0.2
F 0.0 0.0 -0.1
C 0.0 -0.2 -0.4
C -0.1 0.3 -0.2
C 0.3 0.0 0.3
C 0.3 -0.1 -0.4
C -1.0 -0.4 0.2
C 0.5 0.4 0.4
H 0.0 0.0 0.2
H 0.0 -0.1 0.0
H -0.1 0.0 0.0
H 0.2 0.3 -0.1
H 0.0 -0.1 0.0
F 0.1 -0.1 0.1
C -0.5 0.1 -0.3
C 0.7 -0.1 0.1
C -0.6 -0.3 0.2
C -0.1 -0.3 0.5
C 0.3 0.4 -0.6
C 0.0 -0.4 0.1
H 0.0 0.2 0.2
H 0.1 0.2 -0.3
H 0.0 0.1 -0.1
H 0.0 0.1 0.3
H 0.1 0.1 -0.1
F -0.1 -0.2 0.2
C -0.4 0.3 -0.5
C 0.1 -0.2 0.4
C 0.3 0.4 0.3
C 0.4 -0.5 0.0
C -0.1 0.4 -0.2
C 0.3 -0.1 0.4
H 0.0 0.0 -0.1
H -0.1 -0.1 -0.4
H -0.3 0.3 0.0
H -0.1 -0.2 0.2
H 0.0 0.0 -0.2
F 0.0 0.1 -0.1
C 0.0 -0.3 0.2
C -0.5 0.0 -0.1
C 0.1 0.2 -0.1
C 0.5 0.1 0.7
C -0.3 -0.4 0.2
C 0.1 0.1 -0.2
H 0.2 0.0 -0.2
H 0.0 -0.1 0.0
H -0.3 0.0 -0.3
H 0.2 0.1 -0.2
H 0.0 0.1 0.1
F 0.0 0.0 0.0
C 0.2 0.5 0.2
C -0.4 0.3 -0.7
C -0.4 0.1 0.7
C 0.6 -0.1 -0.1
C 0.3 -0.4 0.2
C -0.5 0.1 -0.2
H 0.3 -0.1 0.0
H 0.0 -0.3 -0.1
H 0.0 0.0 -0.2
H -0.1 0.0 -0.1
H -0.1 0.0 0.1



DFT (ωB97M-V with the def2-TZVPD basis set) results for a structure of composition C48H41BF15Ge3MnN2O3S at a distorted geometry.

For the molecular weight, the calculation gives 1294.48 g/mol. The value obtained for the total energy is -312707.0704 eV. The calculation puts the maximum force at 1.52 eV Å⁻¹. As for the net charge: -1. The frontier orbital gap (alpha / beta) comes out at 6.689 / 6.976 eV. Its spin multiplicity is 6. The calculation puts the energy above the lowest of the compared OMol25 structures with the same formula, charge and spin at 0.0 kcal per mole. The expectation value of S² is 8.778. The calculation puts the HOMO energy (alpha / beta) at -4.66 / -5.00 eV. Its LUMO energy (alpha / beta) is 0.0746 / 0.0728 Eh.

Positions of all 115 atoms, in Å:
Mn (-2.097, 7.622, 25.637)
C (0.016, 11.293, 30.133)
C (-0.723, 11.214, 28.782)
Ge (-0.091, 9.805, 27.512)
C (1.529, 10.422, 26.566)
C (2.447, 11.355, 27.391)
C (0.325, 8.309, 28.648)
C (-0.283, 7.141, 28.855)
Ge (-1.794, 6.476, 27.756)
C (-3.111, 5.577, 28.938)
C (-2.612, 4.741, 30.143)
C (-0.897, 4.992, 26.682)
C (-1.440, 3.562, 26.879)
C (0.182, 6.306, 30.022)
C (0.704, 5.019, 29.876)
C (1.076, 4.282, 30.992)
C (0.908, 4.799, 32.275)
C (0.384, 6.076, 32.437)
C (0.022, 6.811, 31.318)
H (-0.404, 12.090, 30.763)
H (1.085, 11.499, 30.000)
H (-0.066, 10.357, 30.693)
H (-0.696, 12.184, 28.271)
H (-1.785, 10.997, 28.951)
H (1.202, 10.907, 25.646)
H (2.073, 9.525, 26.236)
H (1.915, 12.249, 27.736)
H (3.304, 11.708, 26.808)
H (2.846, 10.864, 28.287)
H (1.170, 8.553, 29.312)
H (-3.704, 4.950, 28.260)
H (-3.798, 6.354, 29.281)
H (-1.865, 3.998, 29.856)
H (-3.439, 4.221, 30.629)
H (-2.145, 5.374, 30.896)
H (0.160, 5.055, 26.957)
H (-0.929, 5.224, 25.624)
H (-1.326, 3.228, 27.921)
H (-0.952, 2.831, 26.225)
H (-2.507, 3.505, 26.647)
H (0.831, 4.607, 28.875)
H (1.495, 3.289, 30.866)
H (1.196, 4.197, 33.133)
H (0.262, 6.499, 33.436)
H (-0.385, 7.820, 31.426)
C (-4.128, 6.453, 25.364)
C (-4.628, 7.208, 24.387)
C (-3.956, 7.281, 23.037)
C (-4.701, 8.101, 22.004)
C (-5.817, 8.783, 22.257)
C (-6.400, 8.714, 23.605)
C (-5.846, 8.009, 24.608)
H (-3.249, 5.848, 25.178)
H (-4.495, 6.469, 26.380)
H (-3.885, 6.278, 22.614)
H (-4.254, 8.123, 21.023)
H (-6.279, 9.400, 21.503)
H (-7.315, 9.262, 23.809)
H (-6.301, 8.014, 25.597)
N (1.566, 6.430, 24.435)
C (0.816, 7.551, 24.534)
N (0.964, 8.500, 23.593)
O (0.038, 7.706, 25.495)
H (1.997, 6.169, 23.561)
H (1.284, 5.677, 25.051)
H (1.371, 8.243, 22.709)
H (0.243, 9.211, 23.562)
O (-1.345, 10.766, 24.960)
B (-1.573, 10.052, 26.134)
O (-2.954, 9.828, 26.326)
C (-3.569, 10.585, 25.343)
C (-4.892, 10.886, 25.216)
C (-5.234, 11.699, 24.138)
C (-4.269, 12.170, 23.249)
C (-2.916, 11.890, 23.428)
C (-2.598, 11.106, 24.504)
H (-5.616, 10.492, 25.913)
H (-6.275, 11.962, 23.979)
H (-4.560, 12.794, 22.410)
H (-2.141, 12.247, 22.775)
F (0.159, 3.525, 18.752)
C (-1.183, 3.614, 18.845)
C (-1.755, 4.635, 19.579)
C (-3.124, 4.576, 19.694)
F (-3.743, 5.496, 20.473)
C (-3.921, 3.646, 19.055)
F (-5.249, 3.635, 19.205)
C (-3.307, 2.678, 18.286)
F (-4.030, 1.749, 17.645)
C (-1.927, 2.655, 18.183)
F (-1.331, 1.667, 17.492)
Ge (-0.810, 6.086, 20.711)
S (-2.292, 7.983, 23.306)
C (0.815, 6.189, 19.414)
C (0.747, 6.244, 18.040)
F (-0.451, 6.173, 17.427)
C (1.856, 6.356, 17.226)
F (1.742, 6.396, 15.892)
C (3.115, 6.439, 17.807)
F (4.204, 6.554, 17.036)
C (3.233, 6.427, 19.181)
F (4.440, 6.529, 19.752)
C (2.081, 6.299, 19.938)
F (2.236, 6.301, 21.296)
C (-1.514, 7.744, 19.680)
C (-2.532, 7.971, 18.771)
F (-3.292, 6.955, 18.321)
C (-2.813, 9.221, 18.249)
F (-3.831, 9.384, 17.380)
C (-2.045, 10.306, 18.614)
F (-2.309, 11.518, 18.125)
C (-1.013, 10.135, 19.506)
F (-0.248, 11.170, 19.883)
C (-0.786, 8.865, 20.002)
F (0.276, 8.728, 20.836)

Atomic forces in eV per Å
Mn 0.1 0.5 -0.6
C -0.1 0.1 -0.2
C 0.1 0.0 0.3
Ge 0.2 0.6 0.0
C 0.4 -0.1 0.3
C -0.2 -0.1 -0.1
C 0.1 -0.1 0.3
C 0.3 -0.5 0.7
Ge 0.2 -0.3 0.5
C 0.1 -0.3 0.2
C -0.2 0.2 -0.3
C 0.0 -0.7 0.6
C 0.1 0.2 0.2
C -0.2 0.2 -0.1
C 0.1 0.1 -0.2
C 0.0 0.0 0.1
C 0.1 -0.1 -0.1
C 0.0 -0.1 0.2
C 0.1 0.4 -0.2
H 0.1 -0.1 -0.1
H -0.2 0.0 0.0
H 0.0 0.0 -0.1
H 0.1 -0.1 0.0
H 0.1 0.0 0.0
H 0.0 0.2 0.0
H 0.0 0.2 0.2
H 0.0 -0.1 -0.1
H -0.1 -0.1 0.0
H -0.1 0.0 -0.2
H -0.1 -0.1 -0.1
H 0.0 0.0 0.1
H 0.0 0.0 0.1
H -0.1 0.1 0.0
H -0.1 -0.1 0.0
H 0.0 0.0 0.0
H 0.1 -0.1 -0.1
H -0.1 0.2 -0.4
H 0.0 0.1 -0.3
H 0.1 0.1 0.1
H 0.0 0.1 0.0
H 0.0 0.0 0.3
H 0.0 0.1 0.0
H -0.1 0.1 -0.1
H 0.0 -0.1 -0.3
H 0.1 -0.3 0.0
C 0.3 -0.3 0.7
C -1.3 0.7 -0.4
C -0.8 0.2 -0.2
C 0.3 0.0 0.3
C 0.0 -0.3 0.8
C 0.0 -0.1 0.0
C 0.3 -0.2 -0.6
H -0.1 -0.7 -0.2
H -0.3 -0.2 -0.1
H 0.3 -0.1 0.1
H 0.1 0.0 -0.2
H -0.1 0.0 -0.1
H 0.0 0.0 -0.1
H 0.1 -0.1 -0.1
N 0.0 -0.2 0.2
C 0.0 -0.2 -0.5
N 0.1 0.1 0.0
O 0.2 0.0 0.2
H -0.1 0.1 0.0
H 0.1 0.2 -0.1
H 0.0 0.0 -0.1
H 0.1 -0.1 0.0
O -0.3 0.0 0.3
B -0.1 0.0 0.0
O 0.3 0.5 0.0
C 0.6 0.1 0.0
C -0.2 0.1 -0.1
C 0.0 0.2 -0.2
C -0.1 0.1 0.0
C -0.1 -0.1 0.1
C -0.2 0.0 0.0
H -0.1 0.1 0.0
H 0.1 0.0 0.0
H -0.1 -0.1 0.1
H 0.1 0.2 -0.2
F 0.0 -0.2 -0.1
C 0.0 0.2 0.1
C -0.1 0.0 0.1
C -0.1 0.1 0.1
F -0.1 -0.2 -0.1
C 0.1 -0.1 0.1
F -0.2 0.1 0.0
C 0.1 -0.1 -0.2
F -0.1 0.0 0.1
C 0.1 -0.2 0.1
F -0.1 0.1 0.0
Ge 0.1 -0.4 -0.4
S 0.1 0.2 -0.4
C 0.3 0.1 0.3
C -0.2 0.0 -0.2
F 0.1 0.0 -0.2
C 0.2 0.0 0.1
F 0.0 0.0 0.0
C -0.1 0.1 -0.3
F 0.0 0.0 0.0
C -0.1 -0.1 0.1
F 0.1 0.0 0.0
C -0.1 0.0 0.2
F 0.2 0.0 -0.1
C -0.2 0.0 0.1
C 0.1 -0.3 0.1
F 0.0 0.2 -0.1
C -0.4 -0.2 -0.3
F 0.3 0.0 0.2
C -0.1 0.2 0.0
F -0.1 0.2 -0.1
C 0.3 -0.2 0.3
F -0.1 0.0 -0.1
C 0.2 0.1 0.1
F 0.0 0.3 0.1